{"formula": "C33H67O25Tl", "method": "ωB97M-V with the def2-TZVPD basis set", "symbols": ["Tl", "C", "O", "H", "H", "H", "C", "C", "O", "C", "O", "O", "C", "H", "H", "H", "H", "H", "H", "H", "H", "C", "C", "O", "C", "O", "O", "C", "H", "H", "H", "H", "H", "H", "H", "H", "C", "C", "O", "C", "O", "O", "C", "H", "H", "H", "H", "H", "H", "H", "H", "C", "C", "O", "C", "O", "O", "C", "H", "H", "H", "H", "H", "H", "H", "H", "C", "C", "O", "C", "O", "O", "C", "H", "H", "H", "H", "H", "H", "H", "H", "C", "C", "O", "C", "O", "O", "C", "H", "H", "H", "H", "H", "H", "H", "H", "C", "C", "O", "C", "O", "O", "C", "H", "H", "H", "H", "H", "H", "H", "H", "C", "C", "O", "C", "O", "O", "C", "H", "H", "H", "H", "H", "H", "H", "H"], "coordinates": [[3.12887, 1.23540, 2.81752], [0.05821, 0.07806, 0.16565], [0.95757, 0.42138, 0.97435], [-0.44666, 1.02528, -0.25891], [0.51565, -0.35525, -0.76467], [-0.78003, -0.47777, 0.61064], [0.89694, -2.73663, -6.71318], [1.03414, -1.24366, -6.78506], [0.31966, -0.63192, -5.70564], [0.68873, 0.56568, -5.36982], [1.58570, 1.17160, -5.83209], [-0.11406, 0.98046, -4.40044], [0.34581, 2.03548, -3.58683], [1.36930, -3.12956, -5.82173], [1.34565, -3.13944, -7.62246], [-0.13461, -3.09317, -6.71653], [0.63432, -0.86912, -7.72873], [2.08473, -0.95251, -6.75430], [-0.35301, 2.14381, -2.76344], [0.45622, 2.97186, -4.13690], [1.34609, 1.80140, -3.20055], [-7.63250, -0.98573, 3.65126], [-6.51386, -1.19610, 4.65605], [-5.41200, -1.78582, 3.99695], [-4.33580, -1.06479, 3.83759], [-4.08250, -0.03038, 4.35627], [-3.57898, -1.70286, 2.96291], [-2.24753, -1.26121, 2.92189], [-8.49098, -0.43855, 4.04091], [-8.06016, -1.95487, 3.37654], [-7.24699, -0.49588, 2.75860], [-6.86387, -1.82469, 5.47110], [-6.31296, -0.22818, 5.11841], [-1.78559, -1.43753, 3.89376], [-2.28986, -0.19132, 2.68920], [-1.64412, -1.76032, 2.16808], [-3.50756, -1.03144, -2.12583], [-4.01552, -1.34210, -0.74251], [-4.58845, -0.19154, -0.12633], [-5.90232, -0.04605, -0.23618], [-6.58057, -0.76663, -0.83971], [-6.28942, 0.98739, 0.47718], [-7.66929, 1.42720, 0.32868], [-2.78281, -0.21282, -2.18018], [-4.35486, -0.78327, -2.77280], [-3.03132, -1.86527, -2.64895], [-3.19661, -1.60072, -0.04789], [-4.64302, -2.23210, -0.69255], [-7.69236, 2.40111, 0.80301], [-8.34780, 0.77647, 0.87648], [-7.93367, 1.43845, -0.72277], [-1.11319, 3.68076, -0.63332], [0.30003, 3.47019, -0.17209], [0.94457, 4.72487, -0.10245], [2.01003, 4.75229, 0.67057], [2.52707, 3.78302, 1.09475], [2.47272, 5.93243, 0.82578], [1.96955, 7.01365, 0.05408], [-1.14705, 4.37208, -1.47707], [-1.79709, 4.00249, 0.14555], [-1.50285, 2.74535, -1.06285], [0.89548, 2.85900, -0.86318], [0.34298, 2.99395, 0.81230], [0.96306, 7.28692, 0.36152], [1.99461, 6.79942, -1.01058], [2.62825, 7.85003, 0.25703], [-3.45226, 2.67897, 2.48393], [-2.00379, 2.50681, 2.82793], [-1.46674, 3.78916, 3.11960], [-0.21801, 3.86380, 3.50223], [0.60851, 3.00383, 3.26123], [0.00660, 5.03823, 4.03898], [1.35798, 5.37948, 4.38522], [-3.80916, 1.81168, 1.93677], [-3.61057, 3.65439, 2.03766], [-4.03250, 2.63706, 3.41084], [-1.45141, 2.13842, 1.94812], [-1.82145, 1.79078, 3.62836], [2.09580, 4.97134, 3.69913], [1.56077, 5.02584, 5.39788], [1.45305, 6.45902, 4.40813], [4.52714, -5.82539, -1.73005], [3.06050, -6.19512, -1.63816], [2.26241, -5.07002, -2.00078], [1.01055, -5.06633, -1.55606], [0.47792, -5.93971, -0.93192], [0.41028, -3.93870, -1.97713], [-0.72206, -3.49666, -1.20002], [4.87431, -5.20698, -0.90033], [4.71258, -5.20424, -2.61821], [5.15119, -6.70559, -1.84992], [2.86785, -6.48892, -0.60485], [2.83844, -7.05443, -2.26738], [-1.16275, -2.59082, -1.59927], [-0.34204, -3.27736, -0.20103], [-1.41033, -4.34099, -1.24070], [2.71608, -0.85767, -2.94021], [3.00437, 0.00033, -1.73976], [4.33905, 0.44144, -1.85231], [4.89379, 1.17698, -0.90289], [4.40829, 1.45592, 0.14769], [6.01514, 1.62638, -1.37241], [6.82018, 2.40899, -0.48845], [3.43721, -1.67088, -2.97268], [2.75963, -0.26290, -3.85786], [1.72166, -1.30885, -2.93418], [2.94433, -0.63181, -0.82729], [2.31150, 0.83239, -1.54920], [6.49002, 2.32141, 0.54536], [6.70234, 3.47860, -0.69899], [7.86035, 2.16367, -0.65339], [1.21809, -3.00031, 3.09673], [1.67334, -3.41309, 1.68829], [3.10560, -3.58207, 1.58547], [3.90715, -2.55491, 1.56450], [3.57902, -1.37706, 1.64544], [5.13624, -2.97338, 1.52203], [6.23345, -2.04517, 1.51830], [0.97008, -1.93735, 3.00022], [2.03648, -3.10331, 3.80262], [0.35282, -3.56541, 3.42374], [1.24212, -2.81835, 0.88390], [1.35593, -4.44111, 1.49530], [7.15112, -2.61041, 1.60953], [6.16681, -1.31878, 2.33416], [6.28094, -1.44918, 0.60019]], "atomic_forces_ev_per_a": [[0.2, 0.4, -0.3], [-0.5, -2.1, 0.4], [0.8, 0.8, 0.5], [0.1, 0.5, -0.5], [-0.2, 0.7, -0.7], [-0.4, 0.2, 0.0], [-0.4, -0.2, -0.2], [0.2, -0.1, -0.7], [-0.7, -1.3, 0.0], [-0.6, -0.4, 0.1], [1.9, 1.6, -0.6], [-1.1, 0.0, 1.2], [0.9, 0.3, -0.3], [0.3, -0.2, 0.1], [0.2, -0.2, 0.2], [-0.1, 0.3, 0.0], [-0.1, 0.1, 0.1], [-0.1, 0.1, 0.2], [-0.2, 0.0, -0.1], [-0.2, 0.0, 0.0], [-0.1, 0.0, 0.0], [-0.4, -0.9, -0.2], [-1.8, 1.2, 0.6], [-0.4, -0.6, 0.1], [-0.9, -0.6, -0.1], [0.8, 1.6, 0.7], [0.9, -1.3, -1.1], [0.1, 1.0, 0.3], [0.3, 0.3, 0.2], [0.2, 0.1, -0.3], [-0.1, 0.1, 0.0], [0.3, -0.4, -0.1], [0.7, -0.1, -0.2], [0.2, 0.2, 0.0], [0.5, 0.0, 0.2], [-0.5, -0.5, -0.2], [-0.3, 0.0, -0.9], [1.2, -0.6, 0.7], [1.2, 0.3, 0.4], [0.9, 1.3, 1.5], [-2.6, -2.4, -2.3], [-0.1, 1.1, 0.5], [0.4, -0.4, 0.3], [-0.2, 0.1, 0.3], [0.1, 0.2, 0.1], [-0.1, -0.2, 0.4], [0.1, 0.1, -0.2], [-0.5, 0.4, -0.3], [0.0, 0.2, -0.2], [0.1, -0.2, -0.1], [-0.1, 0.2, 0.0], [-0.2, -0.5, -0.5], [0.0, -0.1, -0.1], [-1.5, 0.2, -0.4], [-0.3, 0.6, -1.3], [1.3, -2.7, 1.7], [1.1, 1.5, 0.7], [-0.2, 1.0, -0.2], [0.0, 0.1, 0.1], [0.1, 0.2, 0.1], [-0.2, -0.1, 0.2], [-0.1, -0.2, -0.1], [0.1, 0.0, 0.1], [-0.1, -0.1, 0.0], [0.0, -0.2, 0.0], [0.1, 0.0, 0.1], [-0.3, -0.3, 1.3], [0.4, -0.4, -1.0], [-0.8, 0.5, 0.7], [0.5, 0.2, -0.6], [0.5, -0.6, 0.3], [0.1, 0.3, -0.1], [0.4, -0.1, 0.6], [-0.1, 0.2, -0.6], [-0.2, -0.2, -0.5], [0.0, 0.3, -0.1], [0.1, -0.1, 0.0], [0.0, 0.2, 0.2], [-0.2, -0.1, -0.2], [0.0, -0.1, -0.1], [-0.4, 0.1, -0.2], [0.1, 0.9, -0.9], [0.9, -0.8, 0.7], [-0.3, 0.6, 0.0], [-0.1, -0.5, -0.3], [-0.1, 0.2, 0.4], [0.3, 1.4, -0.2], [0.7, -1.3, -0.2], [-0.1, -0.3, 0.2], [-0.1, -0.3, 0.0], [0.0, -0.1, 0.3], [-0.4, 0.0, -0.1], [-0.2, 0.1, -0.2], [0.2, -0.1, -0.6], [-0.5, -0.3, 0.2], [-0.4, 0.4, 0.6], [-0.3, 0.3, -0.5], [-0.1, -1.2, 1.3], [-0.1, -0.2, -0.8], [-0.2, 0.3, -1.3], [-1.2, 0.0, 2.1], [1.2, 0.1, -0.2], [0.0, 1.2, 0.4], [0.1, 0.0, -0.2], [0.3, -0.1, 0.0], [-0.1, 0.0, 0.3], [0.0, 0.3, -0.1], [0.1, 0.2, -0.3], [0.3, -0.5, 0.0], [-0.1, -0.3, -0.4], [0.0, -0.3, 0.1], [0.3, 1.0, -1.1], [-0.1, -1.6, 0.7], [-0.5, -0.1, -0.4], [0.1, 0.7, 0.6], [-0.5, 0.4, -0.2], [1.0, -0.4, -0.3], [0.0, 1.0, -0.1], [-0.1, -0.1, 0.6], [0.0, -0.1, 0.1], [0.0, 0.0, 0.0], [0.5, 0.4, 0.0], [-0.1, 0.1, -0.1], [-0.1, -0.3, 0.1], [-0.2, -0.4, 0.1], [-0.3, -0.4, -0.1]], "lowdin_charge": [1.13, -0.10, 0.09, 0.22, 0.17, 0.11, -0.06, -0.20, 0.06, -0.69, 0.17, 0.01, -0.04, 0.07, 0.09, 0.09, 0.14, 0.13, 0.06, 0.12, 0.08, -0.05, -0.20, 0.08, -0.64, 0.15, 0.03, -0.05, 0.09, 0.09, 0.06, 0.13, 0.12, 0.12, 0.07, 0.07, -0.06, -0.22, 0.02, -0.68, 0.19, -0.01, 0.01, 0.07, 0.10, 0.08, 0.10, 0.14, 0.10, 0.09, 0.10, -0.02, -0.24, 0.07, -0.68, 0.08, 0.06, 0.00, 0.11, 0.08, 0.07, 0.12, 0.09, 0.11, 0.11, 0.11, -0.03, -0.22, 0.07, -0.60, 0.01, 0.06, 0.00, 0.07, 0.09, 0.09, 0.09, 0.13, 0.08, 0.11, 0.11, -0.06, -0.21, 0.04, -0.61, 0.15, -0.02, -0.02, 0.07, 0.08, 0.09, 0.13, 0.14, 0.07, 0.06, 0.12, -0.02, -0.23, 0.08, -0.63, 0.02, 0.06, 0.00, 0.10, 0.09, 0.08, 0.12, 0.10, 0.09, 0.11, 0.10, -0.03, -0.17, 0.08, -0.61, -0.04, 0.05, 0.01, 0.05, 0.10, 0.09, 0.09, 0.13, 0.11, 0.10, 0.10], "gap_ha": 0.08293, "e_above_lowest_ev": 0.000, "total_charge": 2, "lumo_ha": -0.45542, "max_force_ev_per_a": 4.23}

***

{"formula": "C33H69N3O15", "method": "ωB97M-V with the def2-TZVPD basis set", "symbols": ["O", "C", "O", "C", "C", "C", "H", "H", "H", "H", "H", "H", "H", "H", "O", "C", "O", "C", "C", "C", "H", "H", "H", "H", "H", "H", "H", "H", "O", "C", "O", "C", "C", "C", "H", "H", "H", "H", "H", "H", "H", "H", "O", "C", "O", "C", "C", "C", "H", "H", "H", "H", "H", "H", "H", "H", "O", "C", "O", "C", "C", "C", "H", "H", "H", "H", "H", "H", "H", "H", "O", "C", "O", "C", "C", "C", "H", "H", "H", "H", "H", "H", "H", "H", "C", "C", "O", "N", "C", "H", "H", "H", "H", "H", "H", "H", "C", "C", "O", "N", "C", "H", "H", "H", "H", "H", "H", "H", "C", "C", "O", "N", "C", "H", "H", "H", "H", "H", "H", "H"], "coordinates": [[8.38601, -2.49134, 20.56860], [7.40941, -3.22175, 20.35937], [7.32353, -4.50403, 20.81650], [8.36307, -4.93535, 21.69724], [8.11894, -6.38889, 21.91506], [6.17270, -2.75997, 19.52825], [8.18956, -4.36751, 22.59128], [9.35581, -4.63845, 21.25331], [7.11362, -6.60407, 22.19786], [8.85820, -6.88447, 22.54337], [8.28998, -6.84108, 20.97160], [6.55079, -2.35385, 18.60891], [5.69139, -1.96364, 20.11839], [5.49018, -3.60898, 19.35442], [2.69406, -0.23655, 20.45187], [2.23611, -1.10539, 21.11591], [1.41706, -0.85895, 22.14253], [1.28115, 0.59508, 22.29740], [0.14511, 1.05577, 21.47105], [2.55923, -2.54194, 20.99442], [2.31244, 0.95521, 22.11139], [1.14147, 0.79233, 23.38828], [-0.69454, 0.40286, 21.72106], [0.28188, 0.98705, 20.38103], [-0.10874, 2.09568, 21.62161], [2.56425, -3.09999, 21.91464], [3.49763, -2.69709, 20.48415], [1.74320, -2.99871, 20.38813], [5.29700, 6.59331, 20.89965], [6.26608, 5.95540, 20.56695], [6.68086, 5.76617, 19.25976], [6.02911, 6.44402, 18.20263], [6.80409, 6.24912, 16.85566], [7.25696, 5.36242, 21.49541], [6.05070, 7.52112, 18.46583], [5.03405, 6.11035, 18.17073], [7.85296, 6.27231, 17.09300], [6.58530, 7.07355, 16.22909], [6.59540, 5.25770, 16.34598], [8.04574, 4.85418, 20.95169], [6.71189, 4.63736, 22.14787], [7.77433, 6.24181, 21.93781], [4.58018, 2.30958, 25.21469], [5.61784, 1.93230, 24.74684], [5.77402, 0.69659, 24.31883], [4.61086, -0.09471, 24.50706], [4.74563, -1.37240, 23.71548], [6.66718, 2.95694, 24.64759], [3.81137, 0.42412, 23.98865], [4.44104, -0.27569, 25.53644], [5.74136, -1.84721, 23.84293], [4.47990, -1.16026, 22.70462], [4.00545, -2.10813, 24.15109], [7.63727, 2.61529, 24.30097], [6.87600, 3.35646, 25.73419], [6.20982, 3.80730, 24.11370], [5.04508, 1.39690, 16.94148], [4.34924, 0.61006, 16.30206], [4.71714, 0.22506, 15.03292], [5.84501, 0.91325, 14.51124], [5.45423, 2.27782, 14.14460], [3.13549, -0.00202, 16.81123], [6.11142, 0.33335, 13.66035], [6.72855, 0.83292, 15.22877], [6.24182, 2.79509, 13.57723], [5.28586, 2.87948, 15.02583], [4.57910, 2.28749, 13.45259], [3.28402, -0.91903, 17.39940], [2.57247, -0.33169, 15.94036], [2.62406, 0.67555, 17.44409], [10.02991, 2.43441, 23.78047], [10.46689, 1.66592, 24.61134], [11.24579, 0.54500, 24.31028], [11.18004, 0.22328, 22.91546], [11.40727, -1.25527, 22.76328], [10.15323, 1.83826, 26.04211], [11.88704, 0.79494, 22.32056], [10.20769, 0.39031, 22.46264], [11.38775, -1.59694, 21.76102], [10.65042, -1.80689, 23.27080], [12.36265, -1.51331, 23.26916], [9.07526, 2.15488, 26.12162], [10.64137, 2.73843, 26.47121], [10.37861, 1.04578, 26.74912], [4.82671, 6.96867, 24.10552], [3.49261, 6.27004, 24.13602], [2.46319, 6.88465, 24.44944], [3.50980, 4.94879, 23.89133], [2.34142, 4.07032, 24.05430], [4.94162, 7.66967, 23.24719], [5.61858, 6.26516, 24.12659], [4.79170, 7.61036, 24.97144], [4.33950, 4.53217, 23.49274], [1.80886, 3.92750, 23.16335], [1.70379, 4.49291, 24.81987], [2.68195, 3.10081, 24.55720], [5.98077, 1.23735, 20.75967], [5.20490, 2.50840, 20.74809], [5.10221, 3.09305, 21.81727], [4.56563, 2.91528, 19.62058], [3.36441, 3.71252, 19.65747], [5.53525, 0.60261, 21.50696], [7.07198, 1.29823, 20.99474], [5.94994, 0.75050, 19.77105], [4.64005, 2.29122, 18.81113], [2.56023, 3.27113, 19.15147], [3.54511, 4.70218, 19.26050], [3.11018, 3.81516, 20.70822], [1.02756, 6.79866, 21.41103], [0.07101, 5.87675, 22.09669], [-0.58378, 5.08286, 21.44108], [-0.10134, 6.15063, 23.45330], [-1.07847, 5.34644, 24.18092], [1.49226, 7.49628, 22.14050], [0.46656, 7.31048, 20.64722], [1.73550, 6.28872, 20.79987], [0.72070, 6.49668, 23.96344], [-1.17408, 4.36847, 23.73688], [-2.05291, 5.86385, 24.20523], [-0.67482, 5.18411, 25.19609]], "atomic_forces_ev_per_a": [[-2.1, -1.6, -0.3], [1.2, 1.0, 0.0], [-0.6, 1.3, -1.1], [0.6, 0.9, -0.1], [1.2, -0.3, -0.4], [0.7, -1.0, 1.5], [0.4, 0.4, 0.7], [-0.9, -0.6, 0.6], [-0.6, -0.1, 0.5], [-0.2, 0.3, 0.5], [-0.1, -0.7, -1.1], [0.0, 0.2, -0.4], [0.1, -0.3, -0.3], [0.3, 0.5, 0.1], [1.1, 0.9, -1.9], [-0.2, -1.1, 1.6], [-0.1, 0.6, 0.2], [1.4, -0.3, 1.8], [-0.6, 0.2, -1.0], [-0.9, -1.2, -1.0], [-1.0, 0.5, -0.3], [-0.4, -0.4, -0.8], [-0.2, 0.3, 0.0], [0.4, -0.3, 0.4], [-0.2, 0.3, 0.4], [0.0, 0.1, 0.5], [0.1, 0.1, -0.2], [0.6, 0.2, 0.2], [0.3, -0.4, -0.6], [-0.1, 0.5, -1.4], [0.3, -0.4, 1.1], [1.4, 1.3, -0.5], [-0.7, -1.9, 1.5], [0.3, -0.2, 0.3], [-0.3, -0.4, -0.3], [-1.5, -0.3, -0.3], [0.5, 0.0, 0.0], [-0.3, 0.7, -0.8], [0.1, 1.2, 0.6], [-0.1, -0.3, -0.1], [0.8, 1.0, -0.1], [-0.6, -0.7, 0.5], [-1.4, -0.1, 0.8], [-0.7, 1.1, 0.3], [1.3, -0.3, -0.2], [-0.2, -0.5, -1.9], [0.1, -1.4, 1.8], [1.6, 1.0, 2.0], [-0.5, 0.3, 0.8], [-0.3, 0.1, 1.0], [-0.5, 0.4, -0.4], [0.2, -0.2, -0.9], [0.6, 0.7, -0.7], [-0.1, 0.2, -0.6], [-0.6, -0.8, -1.9], [0.7, -0.5, 0.0], [-1.0, -0.9, -0.6], [2.9, 1.0, -0.1], [-1.2, -0.1, 1.9], [1.5, -0.9, 1.1], [0.0, 1.7, -1.3], [-0.7, -1.7, -0.7], [0.2, -0.5, -0.8], [-1.2, 0.4, -0.7], [0.0, -0.3, 0.2], [-0.4, 0.2, 0.1], [0.4, -0.1, 0.7], [0.5, 0.3, -0.1], [-0.5, 0.2, 0.1], [-0.6, 0.7, 0.4], [0.6, -0.9, 0.4], [0.4, -0.4, -1.0], [-1.6, 1.7, 0.0], [-0.1, -0.8, -1.1], [1.6, 0.1, 1.6], [-0.9, 1.4, 1.7], [0.3, 0.2, 0.3], [-0.3, 0.6, 0.5], [0.2, 0.0, -1.1], [-0.8, -0.3, 0.5], [-0.4, -0.1, -0.6], [0.9, -0.7, -0.2], [0.1, -0.4, -0.6], [0.0, -0.4, -0.4], [-1.0, 1.2, -0.7], [-0.5, 0.1, -0.1], [0.5, -0.2, 0.0], [-0.5, -0.5, -0.1], [1.8, -0.7, 2.5], [-0.3, -0.8, 0.4], [1.0, -0.4, 0.1], [0.4, 0.1, 0.5], [-0.1, 0.0, 0.0], [-0.8, -0.3, -1.3], [-0.3, 0.4, -0.1], [-0.3, 1.2, -1.2], [1.4, -0.7, -1.7], [-0.2, 0.2, 0.3], [-0.4, 0.8, 0.6], [0.4, -1.6, -0.7], [1.2, 1.1, 1.4], [-0.2, -0.3, 0.2], [-0.9, 0.5, 0.1], [-0.2, -0.1, 0.3], [0.2, 0.3, 0.4], [-1.0, -0.9, -0.8], [-0.1, 0.3, -0.1], [-0.2, 0.2, 0.1], [0.2, 0.8, 0.8], [-0.2, 0.9, 0.8], [-0.2, -0.4, 0.5], [-0.2, -1.0, -1.3], [0.6, 0.6, 0.6], [-0.1, -0.4, -0.8], [-0.5, 0.6, 0.0], [0.9, -0.7, 0.0], [-0.3, 0.0, -0.3], [-0.2, -0.3, -0.4], [0.3, -0.4, 0.1], [-0.5, 0.2, -0.2]], "lowdin_charge": [0.05, -0.46, -0.03, -0.24, -0.07, 0.03, 0.11, 0.14, 0.08, 0.09, 0.07, 0.08, 0.07, 0.08, 0.09, -0.60, 0.00, -0.22, -0.06, 0.03, 0.11, 0.13, 0.09, 0.09, 0.07, 0.08, 0.06, 0.11, 0.10, -0.52, -0.05, -0.22, -0.04, 0.02, 0.13, 0.09, 0.06, 0.05, 0.09, 0.08, 0.07, 0.11, 0.07, -0.58, 0.03, -0.22, -0.05, 0.02, 0.11, 0.12, 0.09, 0.04, 0.11, 0.06, 0.14, 0.06, 0.06, -0.49, -0.01, -0.26, -0.08, 0.03, 0.11, 0.15, 0.09, 0.06, 0.10, 0.10, 0.10, 0.08, 0.08, -0.50, -0.01, -0.25, -0.07, 0.01, 0.13, 0.12, 0.06, 0.06, 0.09, 0.09, 0.10, 0.08, 0.01, -0.52, -0.01, 0.06, -0.04, 0.09, 0.05, 0.08, 0.08, 0.05, 0.07, 0.09, 0.02, -0.52, 0.01, 0.05, -0.04, 0.06, 0.11, 0.07, 0.10, 0.07, 0.07, 0.08, 0.00, -0.56, 0.02, 0.00, -0.09, 0.09, 0.08, 0.06, 0.07, 0.06, 0.09, 0.08], "gap_ha": 0.33464, "e_above_lowest_ev": 0.000, "lumo_ha": 0.01432, "max_force_ev_per_a": 3.16}